(1)
Computed, not measured: the ion C5H10ClN5O with charge +2, with ωB97M-V/def2-TZVPD.

Each line ends with the Löwdin charge.
CARTESIAN COORDINATES (ANGSTROEM)
Cl 1.0834 -2.9567 0.4390  0.731
O 2.8783 -1.9227 -2.2683  0.155
N -1.2013 -0.2619 -0.5600  0.245
N 0.3690 -1.4863 -1.7060  0.159
N -1.7534 -1.2449 -2.5955  0.285
N 0.9917 -0.2742 0.1988  0.170
N -0.5886 1.0457 1.2670  0.099
C 0.3183 1.5597 2.2787  0.004
C 2.7234 -1.5566 -1.1526  -0.198
C 1.2724 -1.4241 -0.6005  -0.674
C -0.2602 0.1792 0.3464  -0.260
C -0.8719 -1.0271 -1.6518  -0.294
H -1.5329 -1.8243 -3.3984  0.170
H -2.6894 -0.8577 -2.5818  0.164
H 0.7812 0.7465 2.8405  0.114
H 3.5184 -1.3536 -0.4269  0.153
H -0.2465 2.1721 2.9783  0.120
H 1.6985 0.0061 0.8712  0.172
H -2.1618 0.0520 -0.4590  0.197
H 1.0929 2.1868 1.8326  0.117
H 0.7503 -1.9888 -2.5134  0.187
H -1.5328 1.4164 1.2970  0.185

Computed properties:
Spin multiplicity: 1
LUMO level (eV): -7.831
Charge: +2
Orbital gap (hartree): 0.3786
Structure (SMILES): C/[NH+]=C1/NC(=[NH2+])N[C@@](Cl)(C=O)N1


(2)
Computed, not measured: a structure of composition C50H53ClKN3O7P2Se, with ωB97M-V/def2-TZVPD.

Each line ends with the Löwdin charge.
CARTESIAN COORDINATES (ANGSTROEM)
Se 0.2719 4.1469 3.4757  0.521
K 3.9393 -2.4413 -2.3810  0.734
Cl 3.4746 -2.6443 -6.4193  0.215
P -2.0273 -1.8310 0.4672  1.161
P -1.2118 -0.7558 -2.6585  0.752
O 4.9647 -3.1647 -0.0541  -0.176
O 2.1134 1.4333 2.1258  0.033
O 2.7864 -1.9192 1.1263  -0.148
O -0.2034 0.4407 -1.9929  -0.233
O 4.9702 -4.6498 1.6267  -0.031
O 1.1666 0.1685 0.5085  0.053
O -1.7137 0.5568 -1.8147  -0.194
N -3.7976 -1.5525 -1.6358  -0.205
N 4.5163 2.5992 -2.7574  0.078
N 2.5845 1.5075 -2.9693  0.120
C -1.7665 -3.3988 2.9289  -0.102
C -5.1231 -1.2101 -1.7619  -0.272
C -2.9644 -1.4915 -2.8095  -0.203
C 2.0063 0.3449 1.3815  -0.475
C 4.5506 -3.6628 1.0393  -0.718
C -1.6975 0.6298 -5.0066  -0.091
C -0.4448 -3.2349 -3.3493  -0.084
C 2.4090 6.5547 6.1601  -0.051
C -0.8522 -0.2801 -4.3807  -0.239
C 1.3741 5.8392 5.5598  -0.299
C -3.9819 -1.0793 2.4612  -0.133
C -4.4646 -0.2377 3.5166  -0.091
C -7.2084 -1.2456 -3.1274  -0.098
C 3.6309 6.7613 5.4599  -0.300
C -0.7996 -5.6045 1.5608  -0.101
C -3.8028 0.9243 3.8616  -0.103
C 0.0811 5.6325 6.3163  -0.129
C 1.6128 5.2098 4.2544  -0.631
C -1.3201 -4.5040 3.6170  -0.111
C 4.6442 1.6487 -3.7199  -0.195
C -0.2575 -2.2484 -2.3678  -0.294
C -7.1620 -0.2802 -0.9439  -0.087
C 0.1817 -4.4765 -3.1837  -0.094
C 0.2504 -0.7909 -5.0898  -0.068
C 3.8458 6.2190 4.2362  -0.054
C -3.4724 -2.4644 -0.5999  -0.293
C 0.5845 -0.2305 -6.2975  -0.096
C 2.6215 3.3267 -1.2165  -0.011
C 3.3330 -3.0395 1.7573  -0.165
C 3.1288 -3.6758 -4.9231  -0.700
C -0.8574 -5.6447 2.9542  -0.095
C 0.6098 -2.4568 -1.3161  -0.107
C -2.8728 -0.7097 1.7066  -0.381
C 3.0646 4.8365 2.1959  -0.114
C -0.2678 0.6143 -6.9731  -0.087
C -1.2081 -4.4996 0.8526  -0.116
C -1.6593 -3.3445 1.5305  -0.311
C 3.4882 1.0124 -3.8870  -0.146
C -5.8837 -1.5961 -2.9076  -0.024
C 0.9265 -4.7289 -2.0967  -0.096
C 4.6684 7.4679 6.3518  -0.078
C 3.2801 2.5100 -2.3017  -0.368
C 1.1617 -3.7200 -1.1575  -0.092
C -2.1777 0.4493 2.1098  -0.074
C 2.8446 5.4291 3.6245  -0.288
C -5.7935 -0.5709 -0.7581  -0.013
C -7.8984 -0.6088 -2.0865  -0.110
C 3.1324 -0.6807 1.6954  -0.094
C -2.6176 1.2273 3.1947  -0.074
C -1.4545 1.0387 -6.3292  -0.079
H 1.7684 -3.9383 -0.2811  0.106
H -5.3295 -2.0800 -3.7326  0.110
H 5.5956 1.3604 -4.1881  0.101
H 0.8981 -1.4893 -4.6629  0.072
H -1.9961 2.0698 3.6096  0.073
H 2.5936 -3.8582 1.9570  0.128
H 3.9725 5.2394 1.7240  0.066
H -2.9701 -2.4744 -3.2815  0.092
H 0.0092 0.8734 -7.9981  0.101
H -1.0960 -3.0587 -4.1901  0.102
H 3.6010 -2.8111 2.7802  0.109
H 0.7219 -1.7052 -0.5789  0.058
H 4.1119 -4.1640 -4.8293  -0.102
H -0.3699 -6.3986 0.9780  0.097
H 4.6693 6.8470 7.2564  0.067
H -4.1125 1.5778 4.6542  0.094
H 2.5074 -4.3721 -5.4437  -0.117
H 2.2408 6.8534 7.1629  0.087
H 3.1401 0.1404 -4.3922  0.086
H -0.7519 5.9552 5.6947  0.048
H -1.2282 0.7571 1.5744  0.113
H -7.6034 -1.5170 -4.0831  0.087
H -1.3797 -4.5584 4.7212  0.106
H 1.2489 -5.7493 -1.9277  0.115
H -0.3093 -6.4250 3.5131  0.105
H 3.1260 3.2964 -0.2426  0.060
H -1.1571 -4.5183 -0.2377  0.089
H 3.2411 -0.7115 2.7744  0.125
H 3.2072 3.7295 2.2402  0.062
H -5.2283 -0.2632 0.1376  0.114
H 4.2982 8.4490 6.6531  0.061
H 1.6243 1.2258 -3.0002  0.109
H -4.3146 -2.6519 -0.0143  0.066
H 1.2743 2.0687 2.1972  0.071
H 2.6177 4.3820 -1.5053  0.070
H -4.4328 -2.0437 2.4007  0.091
H -0.1329 -5.2244 -3.8764  0.102
H 1.5201 3.0322 -1.1140  0.105
H 1.5211 -0.5695 -6.7184  0.066
H 5.6847 7.5832 5.9878  0.058
H -3.1915 -3.4162 -1.0672  0.094
H -2.5194 1.0973 -4.4632  0.107
H -5.3364 -0.5429 4.0869  0.090
H -8.9581 -0.4276 -2.0772  0.084
H 0.0742 6.2255 7.2439  0.061
H 4.0773 -0.3558 1.1991  0.152
H -2.1513 1.7513 -6.8725  0.113
H -3.4272 -0.7369 -3.4329  0.083
H 4.8641 6.3012 3.7889  0.117
H -1.9916 -2.4923 3.5334  0.114
H -0.0506 4.5466 6.5339  0.070
H -7.6549 0.3253 -0.1560  0.105
H 2.2277 5.0105 1.5819  0.013

Computed properties:
Spin multiplicity: 1
LUMO level (eV): 3.499
Charge: -2
Orbital gap (hartree): 0.2055


(3)
Computed, not measured: a structure of composition C43H33I2N2OP2S5V, with ωB97M-V/def2-TZVPD.

Each line ends with the Löwdin charge.
CARTESIAN COORDINATES (ANGSTROEM)
I 4.7386 1.9643 -5.6385  0.913
I -1.1117 2.4113 -4.4087  0.941
V 0.3238 0.0524 -0.0598  0.818
S 0.2931 -3.7317 -1.6959  0.906
S -2.3752 -4.8899 -0.8303  0.911
S -0.7173 -4.4996 -4.8355  0.817
S -5.0527 -6.0907 -1.2849  0.548
S -3.1858 -5.5292 -3.5225  0.922
P -0.4306 -2.9822 1.2963  1.027
P 0.1419 2.2938 1.0789  1.086
O -0.0053 1.0155 -1.7308  -0.235
N 1.4143 -0.2265 1.6455  -0.096
N 2.3465 0.2549 -0.9913  0.054
C 2.3902 -1.2272 3.4076  -0.058
C -1.2807 -3.2594 3.8829  -0.105
C -2.2852 -1.3050 0.0777  -0.164
C 2.0041 4.6027 -1.7014  -0.071
C -0.5053 4.5021 -0.5170  -0.075
C 1.7942 0.7482 2.5435  -0.389
C -2.4054 -1.1105 -2.3365  -0.080
C -0.2974 -1.9820 -1.3550  -0.566
C 1.8891 1.9740 -4.6976  -0.215
C 0.9972 5.4546 -2.1351  -0.079
C 1.7816 -1.4284 2.1899  -0.410
C -3.6513 -5.4709 -1.8520  -1.489
C -3.0029 -0.9969 -1.0185  -0.081
C -2.5271 2.1173 1.7571  -0.097
C 4.6969 0.0656 -1.2698  -0.021
C -0.8710 -1.6859 0.0391  -0.544
C 0.9365 1.1799 -2.6166  -0.438
C -1.6262 -4.7786 -3.3542  -0.995
C -1.7260 -2.8792 5.1413  -0.086
C -1.2434 -4.4767 -2.0975  -0.943
C -0.2534 5.4052 -1.5393  -0.082
C -1.1021 -2.3185 2.8703  -0.363
C -1.4228 -0.9904 3.1410  -0.102
C 2.3991 0.1719 3.6340  -0.059
C 1.5430 2.1991 2.2532  -0.233
C -1.3004 3.8160 2.9437  -0.082
C -3.6777 2.4655 2.4507  -0.068
C -2.4486 4.1614 3.6350  -0.073
C -3.6369 3.4838 3.3896  -0.075
C 1.7554 3.7013 -0.6802  -0.101
C 0.4980 3.6436 -0.0802  -0.335
C -1.3327 2.7870 2.0030  -0.361
C 3.5221 -0.0860 -0.5121  -0.074
C 3.3805 0.9966 -3.0623  -0.207
C 2.2590 0.7891 -2.2412  -0.156
C -2.0288 -1.5513 5.3964  -0.086
C 3.1542 1.6040 -4.3256  -0.673
C -1.8862 -0.6077 4.3881  -0.067
C 4.6265 0.5967 -2.5284  -0.024
C 0.5595 -5.7698 -4.6676  -0.382
C -1.1562 -1.5478 -2.5035  -0.143
C 1.4005 -2.7060 1.5296  -0.283
C 0.7824 1.7727 -3.8496  -0.640
H -2.4191 4.9585 4.3660  0.106
H -4.0410 -0.7065 -0.9279  0.103
H 2.7662 -1.9974 4.0628  0.097
H -2.1305 0.4322 4.5716  0.100
H 1.7523 -3.5490 2.1279  0.085
H -0.7188 -1.6378 -3.4899  0.108
H 1.3129 2.7486 3.1681  0.087
H 5.6443 -0.2354 -0.8464  0.112
H -2.7587 -1.2723 1.0531  0.097
H 1.1321 -5.7496 -5.5930  0.035
H 0.7012 -1.4834 -1.4840  0.070
H -2.5578 1.3172 1.0253  0.087
H 5.5233 0.7248 -3.1204  0.068
H 2.4020 2.6951 1.7920  0.082
H -1.4902 4.4573 -0.0685  0.106
H 1.8618 -2.8303 0.5406  0.056
H -4.6012 1.9352 2.2606  0.110
H -1.0419 6.0640 -1.8783  0.107
H 3.5330 -0.4819 0.4979  0.117
H 0.1030 -6.7495 -4.5503  0.044
H -1.0685 -4.3029 3.6796  0.096
H -0.3769 4.3502 3.1332  0.110
H 1.1870 6.1512 -2.9407  0.106
H 2.7961 0.6926 4.4911  0.095
H 1.2129 -5.5470 -3.8270  0.016
H -2.3831 -1.2534 6.3749  0.101
H 1.7262 2.4432 -5.6581  0.080
H -2.9831 -0.8194 -3.2052  0.109
H 2.5425 3.0255 -0.3646  0.099
H -1.8479 -3.6240 5.9172  0.101
H 2.9807 4.6311 -2.1678  0.110
H -1.3087 -0.2415 2.3708  0.060
H -4.5321 3.7522 3.9347  0.106

Computed properties:
Spin multiplicity: 3
LUMO level (spin up / spin down) (eV): -0.791 / -0.753
Expectation value of S²: 2.039
Charge: 0
Orbital gap (spin up / spin down) (hartree): 0.2281 / 0.2325


(4)
Computed, not measured: a cluster of 2 separate species, C5H7N2 in total, with ωB97M-V/def2-TZVPD.

Each line ends with the Löwdin charge.
CARTESIAN COORDINATES (ANGSTROEM)
N 0.2346 -0.1363 0.0929  0.019
N 1.2024 -1.1167 0.1082  0.038
C 0.4892 2.1415 0.6556  0.264
C -0.8813 -0.6228 -0.3851  -0.077
C 0.6645 -2.2604 -0.5146  -0.040
C -0.6185 2.7137 0.3727  0.052
C -0.6394 -1.9878 -0.7624  -0.033
H -0.7413 3.7180 0.6968  0.102
H -1.6879 -0.0683 -0.2785  0.066
H 1.2566 -3.1701 -0.4819  0.134
H 1.3802 2.1778 1.1966  0.077
H 2.1070 -0.9443 0.5335  0.164
H -1.4662 2.3795 -0.2457  0.114
H -1.3001 -2.8237 -0.9882  0.120

Computed properties:
Spin multiplicity: 1
LUMO level (eV): -6.055
Charge: +1
Orbital gap (hartree): 0.2906


(5)
Computed, not measured: a cluster of 2 separate species, CHNOS in total, with ωB97M-V/def2-TZVPD.

Each line ends with the Löwdin charge.
CARTESIAN COORDINATES (ANGSTROEM)
S 1.1492 0.3296 -0.0012  0.794
O 0.6662 -0.0062 1.6037  -0.535
N -1.8079 0.2346 -2.1865  -0.038
C -0.9098 0.3275 -1.4614  -0.310
H 0.9024 -0.8855 2.0453  0.089

Computed properties:
Spin multiplicity: 1
LUMO level (spin up / spin down) (eV): -2.975 / -2.974
Charge: 0
Orbital gap (spin up / spin down) (hartree): 0.2903 / 0.2903


One value per record, in order, for F_max: 1.42, 2.85, 0.90, 5.68, 3.53 eV/A.